Here is C19H27N5O2 in the gas phase in a non-equilibrium geometry from the OMol25 dataset. Energies are from ωB97M-V/def2-TZVPD.

Total energy (Ha): -1164.4503
Net charge: 0

Geometry (Å):
1 C 1.22 -1.72 -5.00
2 N 0.64 -0.92 -3.96
3 C 0.44 -1.66 -2.72
4 C -0.01 -0.71 -1.65
5 C -1.04 0.14 -1.99
6 C -1.49 1.11 -1.08
7 C -2.60 1.89 -1.45
8 N -3.53 2.47 -1.80
9 C -0.84 1.19 0.17
10 N 0.12 0.32 0.49
11 C 0.53 -0.61 -0.36
12 N 1.56 -1.40 0.06
13 H 1.65 -2.29 -0.41
14 C 1.94 -1.44 1.45
15 H 2.98 -1.79 1.51
16 H 1.87 -0.43 1.84
17 C 1.04 -2.38 2.26
18 C 1.40 -2.39 3.76
19 H 0.68 -1.83 4.36
20 C 1.43 -3.88 4.10
21 H 2.12 -4.13 4.90
22 C 1.83 -4.49 2.76
23 H 1.51 -5.53 2.64
24 O 1.16 -3.72 1.79
25 H 2.92 -4.43 2.62
26 H 0.43 -4.23 4.38
27 H 2.39 -1.95 3.90
28 H 0.00 -2.08 2.10
29 N -1.21 2.06 1.16
30 C -1.62 3.42 0.89
31 H -2.11 3.50 -0.07
32 C -0.39 4.34 0.93
33 H -0.69 5.39 0.81
34 O 0.29 4.26 2.16
35 C 0.69 2.93 2.43
36 H 1.18 2.96 3.41
37 C -0.51 1.99 2.43
38 H -0.19 0.96 2.60
39 H -1.22 2.30 3.21
40 H 1.41 2.59 1.67
41 H 0.29 4.06 0.11
42 H -2.32 3.72 1.68
43 C -1.64 -0.06 -3.35
44 C -0.54 -0.18 -4.41
45 H -0.98 -0.66 -5.30
46 H -0.20 0.82 -4.70
47 H -2.31 0.75 -3.61
48 H -2.22 -0.99 -3.32
49 H -0.30 -2.48 -2.84
50 H 1.41 -2.12 -2.47
51 H 1.43 -1.08 -5.86
52 H 0.56 -2.55 -5.33
53 H 2.16 -2.15 -4.65


Here is C24H14ClCrFIN4O5 as an isolated structure in a non-equilibrium geometry from the OMol25 dataset. Energies are from ωB97M-V/def2-TZVPD.

2S+1: 2
⟨S²⟩: 0.764
Total energy (Ha): -3420.6252
Net charge: -2

Geometry (Å):
1 Cr -0.15 -0.57 0.40
2 O -4.08 2.59 2.26
3 C -3.00 3.05 2.91
4 C -3.17 4.13 3.79
5 C -2.10 4.67 4.47
6 C -0.82 4.13 4.30
7 C -0.65 3.05 3.45
8 C -1.71 2.50 2.74
9 C -1.45 1.37 1.82
10 O -0.30 0.84 1.80
11 N -2.46 0.98 1.06
12 N -2.07 -0.02 0.21
13 C -2.93 -0.40 -0.66
14 C -2.70 -1.42 -1.64
15 C -3.72 -1.73 -2.55
16 C -3.58 -2.70 -3.52
17 C -2.37 -3.40 -3.60
18 C -1.35 -3.12 -2.73
19 C -1.46 -2.13 -1.72
20 O -0.47 -1.92 -0.93
21 H -3.72 1.93 1.58
22 H -4.17 4.54 3.90
23 H -2.25 5.52 5.12
24 H 0.02 4.56 4.82
25 H 0.33 2.60 3.31
26 H -3.90 0.09 -0.66
27 H -4.65 -1.17 -2.48
28 H -4.40 -2.92 -4.20
29 H -2.25 -4.16 -4.36
30 H -0.41 -3.66 -2.79
31 Cl 7.16 0.16 -1.47
32 C 5.55 -0.15 -0.84
33 C 5.37 -0.14 0.52
34 C 4.10 -0.38 1.04
35 I 3.78 -0.31 3.12
36 C 2.95 -0.66 0.27
37 O 1.82 -0.82 0.83
38 C 3.21 -0.75 -1.17
39 N 2.20 -1.18 -1.94
40 C 2.34 -1.21 -3.24
41 C 3.52 -0.80 -3.88
42 C 4.59 -0.43 -3.12
43 C 4.49 -0.43 -1.72
44 H 6.20 0.07 1.18
45 H 1.49 -1.58 -3.80
46 H 3.58 -0.78 -4.97
47 H 5.53 -0.13 -3.59
48 O -0.88 -3.78 3.22
49 C -0.72 -2.84 2.48
50 N -0.60 -1.92 1.75
51 F 0.24 0.83 -0.80


Here is C2H3NS2 in the gas phase in a non-equilibrium geometry from the OMol25 dataset. Energies are from ωB97M-V/def2-TZVPD.

Total energy (Ha): -929.0969
Net charge: 0

Geometry (Å):
1 C 0.28 -0.76 -0.07
2 C 0.53 0.69 0.03
3 N -0.83 -1.33 -0.10
4 S -1.11 1.50 -0.09
5 S -2.14 -0.36 0.00
6 H 1.03 -1.59 -0.10
7 H 0.94 0.69 0.99
8 H 1.29 1.15 -0.66